Density functional theory data (ωB97M-V/def2-TZVPD) for C32H47Cl2GeN3O5P2Ti as an isolated structure at a distorted geometry.

Geometry as XYZ:
```
93
C32H47Cl2GeN3O5P2Ti | the Open Molecules 2025 dataset | ωB97M-V/def2-TZVPD
Ti 0.6612 0.1208 -0.0189
C -3.4102 1.6744 -1.9425
P -1.6360 1.2665 -2.3005
C -1.3878 2.6417 -3.5294
C -1.9501 -0.0768 -3.5764
C -0.6204 -0.7773 -3.8057
P 0.0141 -1.4673 -2.1867
C -0.8797 -3.1024 -2.3040
C 1.6287 -2.0872 -2.8179
H -3.9928 1.6889 -2.8634
H -3.4503 2.6500 -1.4627
H -3.8253 0.9422 -1.2546
H -2.2096 2.6781 -4.2444
H -0.4522 2.5001 -4.0672
H -1.3377 3.5792 -2.9807
H -2.3617 0.3316 -4.5057
H -2.6801 -0.7796 -3.1654
H 0.1115 -0.0538 -4.1705
H -0.7043 -1.5752 -4.5499
H -0.7272 -3.5613 -3.2813
H -1.9448 -2.9564 -2.1405
H -0.4958 -3.7680 -1.5346
H 1.4958 -2.7008 -3.7094
H 2.1043 -2.6680 -2.0322
H 2.2627 -1.2303 -3.0359
O 2.9955 -2.7185 1.0732
C 2.3763 -1.6492 1.0018
O 2.0232 -1.0997 -0.1228
C 1.9924 -0.8527 2.1702
C 2.1817 -1.2651 3.4895
C 1.7652 -0.4653 4.5240
C 1.2232 0.8182 4.2287
C 0.7869 1.7004 5.2222
C 0.3393 2.9719 4.9061
C 0.3875 3.4064 3.5911
C 0.8127 2.5554 2.5873
C 1.1565 1.2240 2.8619
N 1.4581 0.3671 1.8460
H 2.6432 -2.2279 3.6619
H 1.8546 -0.7729 5.5571
H 0.8095 1.3720 6.2538
H -0.0224 3.6310 5.6846
H 0.0872 4.4138 3.3384
H 0.9004 2.9241 1.5784
Cl -3.5390 5.8809 1.1250
C -2.7156 4.3487 1.0128
C -3.1366 3.3154 1.8283
C -2.4750 2.0954 1.6756
Cl -2.9611 0.7567 2.6693
C -1.4283 1.8880 0.7930
O -0.8998 0.6915 0.6151
C -0.9333 3.0224 0.0447
C 0.1861 2.8877 -0.7778
O 1.1287 1.8728 -0.5079
C -1.6562 4.2345 0.1438
H -3.9295 3.4332 2.5462
H 0.6452 3.7790 -1.2037
H -1.3463 5.0753 -0.4570
C 4.2709 2.1173 -3.1043
Ge 3.5277 1.0628 -1.5266
C 4.0088 2.0131 0.1624
C 4.6450 -0.6057 -1.5853
C 1.5384 1.0450 -1.6184
H 5.3511 2.1940 -3.0476
H 3.8602 3.1214 -3.1310
H 4.0214 1.6255 -4.0422
H 5.0876 2.0847 0.2799
H 3.5977 1.4620 1.0063
H 3.5907 3.0171 0.1796
H 5.6528 -0.3449 -1.2695
H 4.7057 -1.0304 -2.5829
H 4.2603 -1.3608 -0.9105
H 1.1254 1.4363 -2.5576
C -1.5690 -4.5510 2.6126
N -0.8942 -4.0446 1.4335
C 0.5179 -4.3778 1.4094
C -1.2567 -2.8105 0.9022
O -0.4314 -1.9360 0.6578
N -2.5762 -2.6925 0.5867
C -3.4663 -3.8135 0.4146
C -3.1071 -1.4260 0.1402
H -0.9333 -4.4265 3.4944
H -1.7860 -5.6173 2.4997
H -2.4931 -4.0094 2.7818
H 0.6182 -5.4621 1.3244
H 1.0419 -4.0384 2.3083
H 1.0023 -3.9035 0.5588
H -2.9027 -4.7435 0.4160
H -3.9784 -3.7185 -0.5497
H -4.2326 -3.8496 1.1968
H -2.3159 -0.6729 0.1894
H -3.9362 -1.1202 0.7827
H -3.4650 -1.5056 -0.8910
```

As for the LUMO energy (spin up / spin down): 2.3 / 2.3 eV. The largest force on an atom is 2.414 eV/Å. For the frontier orbital gap (spin up / spin down), the calculation gives 4.79 / 5.14 eV. The value obtained for the relative energy (zero: lowest compared OMol25 entry of this formula, charge and spin) is 243.1 kJ/mol. Its expectation value of S² is 0.772. As for the net charge: -1. The multiplicity is 2. The total energy comes out at -171910.97023 eV.

Atom charges from the Mulliken analysis, given in e for atoms 1 to 6: -3.90, -1.51, 2.10, -1.60, -1.34, -1.08